[1]
# C31H45BrN2P2Sr

A molecular structure, C31H45BrN2P2Sr at a distorted geometry (the ωB97M-V functional and the def2-TZVPD basis, OMol25).

ORCA input file:
```
! wB97M-V def2-TZVPD RIJCOSX def2/J DEFGRID3
* xyz 2 1
C 1.8549 4.2405 -1.6013
C 0.9463 3.9957 -2.6516
C 1.4369 3.6888 -3.9284
C 2.8234 3.5785 -4.0853
N 3.6735 3.7632 -3.0733
C 3.2202 4.1091 -1.8666
C -0.4590 3.9352 -2.3860
C -1.5666 3.7729 -1.8920
C -2.5160 3.1836 -0.9710
C -2.7691 1.8030 -1.0545
C -3.4329 1.1334 0.0009
C -3.6788 1.8839 1.1175
C -3.5682 3.2386 1.2209
C -3.0125 3.9209 0.1108
Sr -1.6502 0.8574 2.1700
P 1.5700 -0.2607 -0.1215
H 0.7569 3.5034 -4.7574
H 1.5004 4.4882 -0.6018
H 3.2380 3.3247 -5.0649
H 3.9496 4.2804 -1.0689
H -2.9009 5.0076 0.0999
H -2.4230 1.2642 -1.9406
H -3.8829 3.7828 2.1110
H -3.6918 0.0754 -0.0707
C 2.1699 -2.0134 0.0979
C 3.2447 -2.5950 -0.8117
H 1.2506 -2.6156 0.0067
H 2.4942 -2.0837 1.1472
H 3.4305 -3.6359 -0.5144
H 2.9473 -2.6194 -1.8662
H 4.2048 -2.0724 -0.7292
C 1.7897 0.0675 -1.9438
C 3.1867 0.2528 -2.5252
H 1.2053 0.9866 -2.1206
H 1.2635 -0.7457 -2.4740
H 3.1060 0.3584 -3.6173
H 3.6713 1.1708 -2.1679
H 3.8544 -0.5978 -2.3374
C 2.9137 0.7540 0.6514
C 4.3574 0.2686 0.5985
H 2.6000 0.8447 1.7052
H 2.8367 1.7615 0.2139
H 4.9785 0.9479 1.1972
H 4.4810 -0.7351 1.0193
H 4.7710 0.2772 -0.4172
Br -4.1028 0.7273 3.2517
P -1.4848 -1.7285 -2.1064
C -0.4371 -2.8509 -3.1354
C -1.0359 -4.1898 -3.5509
H 0.4775 -3.0141 -2.5347
H -0.1386 -2.2730 -4.0253
H -0.2854 -4.7362 -4.1355
H -1.2999 -4.8146 -2.6900
H -1.9174 -4.0727 -4.1935
C -2.5428 -2.8807 -1.1009
C -3.9130 -3.2719 -1.6430
H -2.6607 -2.3713 -0.1277
H -1.9449 -3.7840 -0.9091
H -4.4147 -3.9193 -0.9112
H -4.5652 -2.4051 -1.8078
H -3.8468 -3.8456 -2.5765
C -2.6408 -0.9246 -3.3119
C -3.0344 -1.6956 -4.5639
H -2.1235 0.0029 -3.6120
H -3.5379 -0.6137 -2.7548
H -3.6715 -1.0507 -5.1840
H -2.1603 -1.9635 -5.1682
H -3.6137 -2.6005 -4.3412
C -0.6629 -2.7239 7.6076
C -0.5834 -1.7776 6.4445
C -0.8160 -0.4095 6.6214
C -0.7656 0.4364 5.5121
N -0.5318 -0.0473 4.2713
C -0.3066 -1.3684 4.0869
C -0.3301 -2.2655 5.1580
H -0.1198 -2.3407 8.4806
H -1.7042 -2.8876 7.9204
H -0.2390 -3.6972 7.3422
H -1.0616 0.0074 7.6010
H -0.9301 1.5172 5.6014
H -0.1100 -1.7088 3.0617
H -0.1789 -3.3253 4.9773
*
```

Values from the calculation:
- Relative energy (zero: lowest compared OMol25 entry of this formula, charge and spin): 177.9 kJ/mol
- Highest occupied orbital energy: -0.4634 hartree
- LUMO: -8.160 eV
- Max |F|: 3.9 eV Å⁻¹
- Calculated total energy: -125296.7549 eV

=====

[2]
# C31H45CeCl2N2OP

A molecular structure, C31H45CeCl2N2OP at a distorted geometry (the ωB97M-V functional and the def2-TZVPD basis, OMol25).

ORCA input file:
```
! wB97M-V def2-TZVPD RIJCOSX def2/J DEFGRID3
* xyz -1 2
P -1.4620 -1.4518 -0.6180
C -0.8101 -2.0619 -2.2397
C -1.5994 -3.1765 -2.9328
C -0.7826 -3.6983 -4.1272
C -0.3316 -2.5910 -5.0882
C 0.3423 -1.4069 -4.3828
C -0.4955 -0.8988 -3.2052
C -2.8997 -0.3093 -0.7820
C -4.1015 -0.7757 -1.5998
C -5.2184 0.2753 -1.4888
C -4.7670 1.6954 -1.8502
C -3.4792 2.1393 -1.1407
C -2.3817 1.0804 -1.2371
C -1.8571 -2.8782 0.4674
C -0.5901 -3.7551 0.6476
C -0.7675 -4.8447 1.7120
C -1.3103 -4.3260 3.0472
C -2.5677 -3.4712 2.8677
C -2.4154 -2.3657 1.8179
H 0.1685 -2.4790 -1.9152
H -2.5717 -2.7869 -3.2719
H -1.8076 -4.0038 -2.2392
H -1.3743 -4.4457 -4.6652
H 0.1055 -4.2129 -3.7353
H 0.3444 -3.0057 -5.8422
H -1.2095 -2.2128 -5.6268
H 1.3328 -1.7041 -4.0113
H 0.4949 -0.5849 -5.0899
H 0.0415 -0.0980 -2.6706
H -1.4395 -0.4760 -3.5868
H -3.2343 -0.2009 0.2693
H -5.5741 0.2775 -0.4503
H -4.4716 -1.7397 -1.2288
H -3.8146 -0.9288 -2.6509
H -6.0624 -0.0217 -2.1195
H -5.5701 2.4050 -1.6257
H -4.5977 1.7541 -2.9328
H -3.1113 3.0756 -1.5762
H -3.6967 2.3395 -0.0827
H -1.5084 1.3659 -0.6295
H -2.0353 1.0138 -2.2781
H -2.6377 -3.4375 -0.0851
H -0.3273 -4.2329 -0.3095
H 0.2647 -3.1075 0.9117
H -1.4644 -5.5945 1.3186
H 0.1913 -5.3496 1.8643
H -0.5344 -3.7408 3.5602
H -1.5484 -5.1805 3.6880
H -2.8530 -3.0165 3.8213
H -3.3967 -4.1225 2.5662
H -3.3955 -1.8934 1.6584
H -1.7414 -1.5795 2.2006
Ce 2.8790 0.3724 1.0647
Cl 0.6442 0.0390 2.2672
Cl 3.2430 -1.5320 -0.5959
C 2.3365 1.7170 -0.6254
H 2.6300 1.0507 -1.4701
C 1.8342 3.0061 -1.0483
C 1.0190 3.7773 -0.1630
C 0.6105 5.0572 -0.5144
C 0.9613 5.6157 -1.7526
C 1.7387 4.8568 -2.6459
C 2.1465 3.5685 -2.3180
H 0.7383 3.3257 0.7916
H 0.0091 5.6387 0.1871
H 2.0189 5.2944 -3.6058
H 2.7337 2.9744 -3.0285
H 0.6410 6.6260 -2.0165
N 6.8112 4.2004 6.0983
C 5.9848 3.1295 6.3422
O 5.8604 2.6400 7.4598
C 5.2148 2.6202 5.1601
C 5.0505 3.3368 3.9686
C 4.4079 2.7447 2.8825
N 3.9590 1.4577 2.9414
C 4.0037 0.7976 4.1364
C 4.6374 1.3484 5.2446
H 7.4709 4.4166 6.8290
H 7.0823 4.4474 5.1578
H 5.4170 4.3571 3.8723
H 4.2386 3.2724 1.9373
H 3.5169 -0.1841 4.1712
H 4.6897 0.7726 6.1701
*
```

Values from the calculation:
- Relative energy (zero: lowest compared OMol25 entry of this formula, charge and spin): 0.0 kJ/mol
- Highest occupied orbital energy (spin up / spin down): -0.0750 / -0.0869 hartree
- LUMO (spin up / spin down): 0.958 / 1.186 eV
- Max |F|: 2.9 eV Å⁻¹
- Calculated total energy: -85171.0094 eV

=====

[3]
# C31H45Cl2N3O3S

A single C31H45Cl2N3O3S molecule at a distorted geometry (the ωB97M-V functional and the def2-TZVPD basis, OMol25).

ORCA input file:
```
! wB97M-V def2-TZVPD RIJCOSX def2/J DEFGRID3
* xyz 0 1
C -0.6237 -0.7204 -3.5281
C -1.0872 0.2231 -2.9082
C -1.8483 1.0866 -1.8951
C -1.0775 1.8596 -0.9050
N 0.3679 1.7781 -0.9642
C 0.9948 2.9410 -1.6402
C 2.1087 2.4808 -2.7008
C -1.7757 2.7456 0.1149
C -1.0726 3.6472 1.1871
C 0.0609 2.9274 2.0328
C -0.3979 1.5476 2.7014
C 0.6798 0.3852 2.5700
C 2.0933 0.7387 3.1892
C 2.8820 -0.6468 3.4432
C 4.4369 -0.5409 3.1471
C 5.3337 -1.5183 4.0649
C 6.2241 -2.5373 3.2206
C 7.7270 -2.6608 3.7656
C 8.4316 -4.0164 3.3158
C 10.0005 -3.9017 3.1126
C 10.7835 -3.2455 4.3336
C -3.2685 2.7763 0.0540
C -4.0702 1.9841 -0.9680
N -5.4619 2.0986 -0.9293
C -6.0904 1.3773 -1.9121
C -7.6557 1.4837 -1.9585
Cl -8.6368 0.1336 -1.2168
C -8.3376 2.5300 -2.5257
C -9.8923 2.6677 -2.6134
Cl -7.3531 3.8444 -3.2735
C -5.3340 0.5206 -2.8962
C -6.2023 -0.3009 -3.9531
C -6.3340 -1.7789 -3.3653
C -6.3730 -2.9300 -4.4579
S -4.9776 -2.9141 -5.6524
O -4.5129 -4.2971 -5.8686
O -3.8311 -2.1165 -5.2066
O -5.5601 -2.3890 -7.1207
N -3.9738 0.3672 -2.9852
C -3.3796 1.1201 -1.9674
H -0.2779 -1.4276 -4.3163
H 0.7907 1.5633 -0.0602
H 1.3743 3.7452 -0.9440
H 0.1739 3.4243 -2.2653
H 2.0846 3.1489 -3.6137
H 3.1514 2.5466 -2.2642
H 1.9005 1.4307 -3.0819
H -0.5937 4.5496 0.6924
H -1.8399 4.0654 1.9149
H 1.0494 2.8366 1.4742
H 0.2939 3.6229 2.9061
H -1.4273 1.2110 2.3544
H -0.5155 1.7291 3.8217
H 0.2762 -0.4899 3.1812
H 0.7966 0.0028 1.5114
H 2.7505 1.3472 2.5032
H 2.0450 1.2433 4.2004
H 2.4576 -1.3748 2.6740
H 2.6979 -1.0587 4.4776
H 4.7243 -0.7677 2.0786
H 4.7916 0.5149 3.3921
H 4.6898 -2.1434 4.7601
H 6.0445 -0.9049 4.7028
H 6.2438 -2.3221 2.1101
H 5.7686 -3.5719 3.3749
H 7.7095 -2.6722 4.9030
H 8.3830 -1.8189 3.3708
H 8.2372 -4.8887 4.0036
H 7.9842 -4.2987 2.3046
H 10.3005 -3.3541 2.1650
H 10.4237 -4.9539 2.9936
H 10.2341 -2.3905 4.8171
H 11.1245 -4.0380 5.0696
H 11.7466 -2.8040 3.9102
H -3.8205 3.4407 0.7840
H -10.1660 3.3339 -3.4947
H -10.3629 3.1288 -1.6963
H -10.4295 1.6887 -2.7981
H -7.1838 0.1976 -4.1880
H -5.5937 -0.2676 -4.9158
H -5.4098 -1.9738 -2.7299
H -7.2399 -1.8209 -2.6930
H -6.2820 -3.9131 -3.8920
H -7.3858 -2.9633 -4.9736
H -6.0593 -1.5512 -7.0102
*
```

Values from the calculation:
- Highest occupied orbital energy: -0.3062 hartree
- LUMO: -0.792 eV
- Max |F|: 4.9 eV Å⁻¹
- SMILES: C#Cc1c(NCC)c(CCCCCCCCCCCCC)cc2nc(/C(Cl)=C(/C)Cl)c(CCCS(=O)(=O)O)nc12
- Calculated total energy: -79362.0041 eV

=====

[4]
# C31H45ClIrN4OSeSiTe

A molecular structure, C31H45ClIrN4OSeSiTe at a distorted geometry (the ωB97M-V functional and the def2-TZVPD basis, OMol25).

ORCA input file:
```
! wB97M-V def2-TZVPD RIJCOSX def2/J DEFGRID3
* xyz 1 5
Ir -2.0379 0.1685 0.6606
C 1.2776 -6.6575 -2.3972
C 1.2822 -5.1801 -2.1556
C 0.1561 -4.4076 -2.4073
C 0.1601 -3.0316 -2.2112
C -1.0700 -2.2191 -2.4641
C 1.3386 -2.4340 -1.7711
Te 1.4601 -0.1362 -1.7635
N 0.2639 0.0042 -0.2019
C 0.5753 0.5309 0.9454
O -0.3552 0.7612 1.7764
C 1.9494 0.8696 1.3497
C 3.0001 -0.0172 1.1578
C 4.2723 0.3305 1.5762
C 4.4869 1.5419 2.2150
C 3.4299 2.4128 2.4281
C 2.1611 2.0812 1.9925
C 1.1527 2.0852 -2.2423
C -0.1228 2.5037 -2.5632
C -0.3233 3.7640 -3.1063
C 0.7671 4.5827 -3.3451
C 2.0443 4.1403 -3.0419
C 2.2630 2.8834 -2.4859
C 3.6412 2.3939 -2.1572
C 2.4992 -3.1665 -1.5709
C 3.8239 -2.5669 -1.2064
C 2.4365 -4.5484 -1.7232
H 0.2652 -7.0261 -2.5325
H 1.7430 -7.1823 -1.5647
H 1.8493 -6.8910 -3.2959
H -0.7324 -4.8908 -2.7893
H -1.8389 -2.8053 -2.9614
H -0.8237 -1.3587 -3.0938
H -1.4772 -1.8384 -1.5238
H 2.8072 -0.9906 0.7318
H 5.0925 -0.3506 1.4059
H 5.4773 1.8007 2.5573
H 3.5899 3.3523 2.9340
H 1.3307 2.7536 2.1408
H -0.9621 1.8398 -2.3949
H -1.3205 4.0824 -3.3724
H 0.6203 5.5624 -3.7754
H 2.8926 4.7710 -3.2603
H 4.3872 3.1608 -2.3506
H 3.8790 1.5195 -2.7672
H 3.7015 2.0961 -1.1071
H 3.7975 -1.4767 -1.1984
H 4.5731 -2.8770 -1.9312
H 4.1378 -2.9263 -0.2273
H 3.3308 -5.1226 -1.5324
C -3.4438 1.7775 3.0587
N -2.7715 2.9955 2.6749
C -2.2061 3.7283 3.7870
C -2.3954 3.2348 1.4012
N -2.3327 2.2812 0.5050
N -2.1128 4.5396 1.0956
C -1.3604 4.8807 -0.0900
C -2.9610 5.6148 1.5710
H -4.1115 2.0044 3.8919
H -2.7355 1.0057 3.3806
H -4.0400 1.4096 2.2242
H -1.6219 3.0445 4.4070
H -2.9907 4.1629 4.4083
H -1.5506 4.5196 3.4379
H -2.2043 2.6319 -0.4383
H -0.5918 4.1313 -0.2745
H -0.8694 5.8407 0.0786
H -1.9974 4.9814 -0.9771
H -3.6961 5.2420 2.2751
H -3.4929 6.0593 0.7262
H -2.3686 6.3969 2.0469
Cl -3.7287 -0.3154 -0.6635
C -3.2329 -4.6531 2.8248
Si -2.2257 -4.1068 1.3007
C -3.1217 -4.3908 -0.3520
C -0.4329 -4.7606 1.2701
Se -1.8452 -1.8024 1.9009
H -3.2696 -5.7347 2.8990
H -4.2553 -4.2872 2.7921
H -2.7789 -4.2677 3.7337
H -3.4434 -5.4261 -0.4113
H -2.4727 -4.1985 -1.1978
H -4.0002 -3.7635 -0.4591
H -0.3899 -5.8112 1.0048
H 0.0371 -4.6466 2.2431
H 0.1644 -4.2114 0.5478
*
```

Values from the calculation:
- Relative energy (zero: lowest compared OMol25 entry of this formula, charge and spin): 137.8 kJ/mol
- Highest occupied orbital energy (spin up / spin down): -0.3501 / -0.3671 hartree
- LUMO (spin up / spin down): -2.878 / -5.221 eV
- Max |F|: 2.0 eV Å⁻¹
- Calculated total energy: -136756.6870 eV

=====

[5]
# C31H45InO3

A molecular structure, C31H45InO3 at a distorted geometry (the ωB97M-V functional and the def2-TZVPD basis, OMol25).

ORCA input file:
```
! wB97M-V def2-TZVPD RIJCOSX def2/J DEFGRID3
* xyz 0 1
O 0.2502 5.5395 -3.3940
C 1.5016 5.7541 -4.1529
C 1.1695 7.2158 -4.4612
H 1.5486 5.1071 -5.0437
H 2.4048 5.6325 -3.5235
C -0.0964 6.9353 -3.6338
H 0.9634 7.4256 -5.5128
H 1.8437 7.9464 -4.0133
C -1.3548 7.0988 -4.4496
H -1.3156 6.5188 -5.3720
H -1.4667 8.1607 -4.6895
H -2.2246 6.7943 -3.8730
C -0.1477 7.7943 -2.3897
H 0.7729 7.7210 -1.8080
H -1.0051 7.5260 -1.7739
H -0.2843 8.8330 -2.7102
In -0.1100 -0.6627 0.1627
C 0.3107 -0.2877 3.5793
C 1.2212 -1.0509 2.8240
C 1.7071 -0.2334 1.7346
H 1.5803 -2.0473 3.0656
C 1.1175 1.0873 1.9162
C 0.2410 1.0189 3.0215
H -0.3478 1.8397 3.4297
H -0.2009 -0.6082 4.4854
H 2.5768 -0.4505 1.1193
H 1.4218 1.9771 1.3704
C -2.8440 -1.4064 1.4095
C -2.8472 -0.0950 1.9462
C -2.5644 0.8218 0.9131
H -3.0736 0.1637 2.9794
C -2.3576 0.0817 -0.3038
C -2.5304 -1.3298 0.0248
H -2.5874 -2.1397 -0.7012
H -3.1258 -2.3093 1.9458
H -2.5683 1.9076 1.0012
H -2.3503 0.4925 -1.3127
O 0.1090 1.4157 -1.4576
C -0.2283 2.7341 -0.9595
C 0.8478 3.6842 -1.4403
H -0.3400 2.6869 0.1402
H -1.1952 2.9923 -1.4087
C 1.4170 2.9589 -2.6835
H 1.6203 3.7860 -0.6631
H 0.4354 4.6632 -1.6897
C 1.3385 1.5091 -2.2576
H 2.4257 3.2705 -2.9637
H 0.7384 3.1153 -3.5395
H 2.1841 1.2346 -1.6064
H 1.2673 0.7818 -3.0755
C 2.6326 -5.3750 -1.1447
C 1.4609 -4.5493 -0.6215
C 0.3949 -4.4442 -1.7161
C 0.8922 -5.0979 0.6783
C 1.1067 -6.4002 1.0963
C 0.5691 -6.8825 2.2908
C -0.1797 -6.0394 3.1126
C -0.4014 -4.7129 2.7615
C -1.1629 -3.7601 3.6866
C -2.5887 -4.2387 3.9445
C -0.4494 -3.5517 5.0191
C 0.0757 -4.2217 1.4888
O -0.2162 -3.0388 1.0888
H 2.2993 -6.3582 -1.4930
H 3.3964 -5.5170 -0.3765
H 3.0931 -4.8520 -1.9881
H 1.8355 -3.5333 -0.4219
H 0.0188 -5.4468 -1.9608
H -0.4568 -3.8236 -1.4164
H 0.8355 -4.0134 -2.6227
H 1.7153 -7.0698 0.4792
H 0.7474 -7.9190 2.5852
H -0.5892 -6.4346 4.0473
H -1.2066 -2.7877 3.1746
H -2.5877 -5.1792 4.5096
H -3.1326 -3.4809 4.5161
H -3.1274 -4.4038 3.0063
H 0.5637 -3.1645 4.8729
H -1.0045 -2.8179 5.6140
H -0.3816 -4.4916 5.5839
*
```

Values from the calculation:
- Highest occupied orbital energy (spin up / spin down): -0.2272 / -0.2271 hartree
- LUMO (spin up / spin down): -1.959 / -1.960 eV
- Max |F|: 2.5 eV Å⁻¹
- Calculated total energy: -44188.3336 eV

=====

- Which of these has the highest calculated total energy?
  C31H45InO3

=====

- calculated total energy of number 2 (C31H45CeCl2N2OP)?
  -85171.0094 eV

=====

- Which of these has the lowest calculated total energy?
  C31H45ClIrN4OSeSiTe